Run P
16
Properties=species:S:1:pos:R:3:lowdin_charge:R:1 method="wB97M-V/def2-TZVPD" orbital_gap_ev=10.581 smiles=CCOC.N spin_multiplicity=1
O -0.912 -1.655 1.280 -0.227
N 2.288 6.058 -1.269 0.003
C -1.060 -1.882 -1.184 -0.089
C 0.394 -1.108 1.292 -0.113
C -1.248 -2.506 0.182 -0.290
H 2.277 6.994 -0.888 0.000
H 0.598 -0.594 0.341 0.073
H 0.512 -0.580 2.232 0.089
H 2.621 5.493 -0.499 -0.001
H -1.670 -0.984 -1.269 0.083
H -0.657 -3.429 0.295 0.113
H 1.335 5.787 -1.452 -0.002
H -2.260 -2.837 0.442 0.120
H -0.021 -1.718 -1.496 0.072
H -1.367 -2.716 -1.835 0.080
H 1.078 -1.972 1.171 0.088


Run Q
16
Properties=species:S:1:pos:R:3:lowdin_charge:R:1 method="wB97M-V/def2-TZVPD" orbital_gap_ev=10.266 smiles=NCO.CC spin_multiplicity=1
O 1.651 2.055 0.300 -0.063
N 0.947 0.263 -1.226 -0.026
C 1.805 0.691 -0.064 -0.346
C -1.814 -0.681 0.393 -0.181
C -2.334 -2.159 0.630 -0.161
H 2.922 0.592 -0.385 0.134
H -1.781 -0.405 -0.672 0.047
H 1.184 2.421 -0.436 0.058
H 1.484 0.049 0.782 0.096
H 0.006 0.739 -1.041 0.076
H 1.017 -0.737 -1.414 0.069
H -1.784 -2.850 -0.102 0.076
H -0.772 -0.602 0.664 0.017
H -2.405 0.076 0.984 0.080
H -2.198 -2.475 1.669 0.049
H -3.452 -2.194 0.381 0.074


Most stable structure: run P


Run P
16
Properties=species:S:1:pos:R:3:lowdin_charge:R:1 method="wB97M-V/def2-TZVPD" orbital_gap_ev=6.980 spin_multiplicity=1
O -0.161 -0.552 0.942 -0.188
N 0.262 -2.393 -1.473 0.034
C -0.967 0.525 1.186 -0.440
C 2.043 0.394 0.398 0.309
C -1.345 1.368 -0.116 -0.092
H 0.542 -1.529 -1.942 0.002
H -0.611 1.327 1.984 0.116
H 2.596 -0.490 0.664 0.045
H -0.522 1.066 -0.783 0.040
H -1.941 0.209 1.686 0.118
H 1.726 1.029 1.143 0.004
H -0.400 -2.896 -1.938 -0.043
H 0.343 -2.163 -0.491 -0.019
H -1.153 2.408 -0.054 0.031
H -2.354 1.121 -0.618 0.092
H 1.943 0.576 -0.588 -0.009


Run Q
16
Properties=species:S:1:pos:R:3:lowdin_charge:R:1 method="wB97M-V/def2-TZVPD" orbital_gap_ev=9.729 smiles=CCNC.O spin_multiplicity=1
O 3.030 -0.593 1.394 -0.046
N -1.373 0.495 -0.062 -0.137
C -0.362 -0.225 -0.815 -0.297
C 0.098 0.693 -1.992 -0.108
C -1.883 -0.236 1.132 -0.131
H -1.377 0.041 2.061 0.067
H -2.075 -1.308 1.081 0.073
H -2.905 0.174 1.161 0.070
H 0.568 -0.319 -0.254 0.073
H -0.595 -1.210 -1.238 0.115
H 2.189 -0.210 1.167 -0.005
H -1.032 1.363 0.328 0.099
H 0.480 1.658 -1.618 0.069
H -0.702 1.233 -2.512 0.063
H 2.717 -1.469 1.623 0.033
H 0.660 0.114 -2.708 0.062


Most stable structure: run Q